This record from the Open Molecules 2025 dataset describes a 12-piece molecular cluster, C56H72N8O8 overall at a distorted geometry. The level of theory is ωB97M-V/def2-TZVPD.

CARTESIAN COORDINATES (ANGSTROEM)
C: -1.17811 -7.20066 0.46687
C: -0.61370 -6.28178 1.54624
O: 0.67725 -5.82541 1.06535
C: 1.34281 -4.79559 1.57161
C: 2.42414 -4.29671 0.69278
O: 1.16117 -4.27027 2.67142
H: -2.14959 -7.58969 0.77177
H: -0.53088 -8.07739 0.44379
H: -1.16678 -6.79337 -0.54411
H: -1.23774 -5.41850 1.77734
H: -0.30058 -6.80485 2.44982
H: 2.85662 -3.41389 1.16361
H: 2.05947 -3.97137 -0.28153
H: 3.19463 -5.06457 0.62325
C: -1.07994 -2.83905 0.10838
C: -2.28963 -1.88228 0.03721
O: -2.41348 -1.55340 -1.30381
C: -3.54140 -0.93575 -1.77250
C: -3.47462 -0.73253 -3.28046
O: -4.54339 -0.64029 -1.11937
H: -1.37966 -3.76089 -0.39008
H: -0.76153 -3.01368 1.13611
H: -0.21898 -2.44490 -0.43152
H: -3.20747 -2.35618 0.38516
H: -2.14898 -0.96384 0.60709
H: -3.98426 0.17184 -3.61285
H: -3.83952 -1.63808 -3.76514
H: -2.46133 -0.72842 -3.68213
C: -2.49927 3.53725 -1.08312
C: -3.73262 4.35610 -1.48848
O: -4.76033 3.65389 -2.18690
C: -4.59840 3.38949 -3.49058
C: -5.87000 2.75167 -4.08610
O: -3.64316 3.70860 -4.19095
H: -2.64445 2.54123 -0.66482
H: -1.89920 4.13460 -0.39668
H: -1.87136 3.45520 -1.97031
H: -4.15216 4.51135 -0.49451
H: -3.47278 5.32867 -1.90643
H: -5.41878 1.86560 -4.53262
H: -6.39859 3.29539 -4.86909
H: -6.52221 2.53019 -3.24132
C: 0.51658 1.23324 7.52151
C: 1.15239 1.22572 6.17404
O: 1.56819 -0.10917 5.86957
C: 2.50895 -0.36533 4.95756
C: 2.84361 -1.83672 5.05773
O: 2.91895 0.35013 4.08485
H: 1.14561 0.82484 8.31249
H: -0.43502 0.70170 7.51874
H: 0.28148 2.25490 7.81990
H: 0.45015 1.55535 5.40833
H: 1.95397 1.95993 6.09330
H: 2.08574 -2.40782 5.59401
H: 3.76975 -1.91604 5.62699
H: 3.04793 -2.29955 4.09226
C: 0.49065 4.52140 1.45438
C: 1.18909 3.91559 0.40871
C: 1.02224 4.43238 -0.88667
N: 0.32996 5.60853 -1.12472
C: -0.35093 6.13891 -0.07417
C: -0.25359 5.65572 1.19553
H: 0.51534 4.11568 2.45497
H: 1.78258 3.05633 0.68410
H: 1.46292 3.97184 -1.75852
H: -0.94604 7.01746 -0.27519
H: -0.72301 6.17809 2.01601
C: -4.75451 2.39438 1.73437
C: -5.28674 3.02251 2.82429
C: -6.62175 3.31726 2.82634
N: -7.40272 3.13594 1.71962
C: -6.85442 2.54152 0.64041
C: -5.50695 2.16639 0.61791
H: -3.69280 2.20109 1.77684
H: -4.74188 3.23163 3.73302
H: -7.09355 3.69816 3.72005
H: -7.47035 2.36576 -0.22914
H: -5.03486 1.66104 -0.21164
C: -3.14299 -3.50095 3.39384
C: -3.95330 -2.44877 2.96376
C: -3.42280 -1.16224 3.17137
N: -2.20401 -0.89419 3.71825
C: -1.53464 -1.97003 4.16047
C: -1.84940 -3.29661 3.93225
H: -3.40879 -4.53435 3.22697
H: -4.91232 -2.60274 2.49156
H: -3.90039 -0.24113 2.87160
H: -0.60228 -1.76430 4.66522
H: -1.25304 -4.11467 4.30846
C: 0.02724 -2.13406 -4.06761
C: -0.83810 -3.25853 -4.18400
C: -0.99833 -3.91991 -5.38243
N: -0.21821 -3.54886 -6.41786
C: 0.56602 -2.45806 -6.34098
C: 0.70539 -1.71665 -5.15101
H: 0.09295 -1.56334 -3.15308
H: -1.44576 -3.51335 -3.32831
H: -1.55719 -4.83131 -5.53548
H: 1.30768 -2.32308 -7.11436
H: 1.52192 -1.01064 -5.11605
C: 2.00560 3.65930 -5.51170
C: 0.78353 4.36016 -5.48379
C: -0.20005 3.82270 -4.64525
N: -0.18258 2.60352 -4.03335
C: 1.03914 1.98806 -4.07266
C: 2.14006 2.43461 -4.81340
H: 2.82893 3.94110 -6.15133
H: 0.69343 5.32654 -5.95750
H: -1.18434 4.26222 -4.57898
H: 1.11140 1.02265 -3.59397
H: 3.05598 1.86414 -4.76822
C: 6.67198 -2.38691 3.05099
C: 5.99365 -1.22148 2.74634
C: 5.25972 -1.12932 1.55132
N: 5.10095 -2.17217 0.66807
C: 5.94367 -3.23564 0.88523
C: 6.61777 -3.42296 2.07066
H: 7.14006 -2.48220 4.01962
H: 5.97704 -0.39760 3.44443
H: 4.69267 -0.21128 1.50603
H: 5.98078 -4.00602 0.12923
H: 7.13968 -4.35246 2.24396
C: 0.35142 0.35888 1.63385
C: -0.31379 1.06111 0.63708
C: 0.05746 0.87557 -0.67455
N: 1.02931 -0.00144 -1.03223
C: 1.62938 -0.67118 -0.01223
C: 1.38375 -0.47567 1.31775
H: 0.10293 0.47311 2.67864
H: -1.15665 1.72479 0.76161
H: -0.38702 1.38113 -1.51910
H: 2.48745 -1.27390 -0.27074
H: 2.04077 -0.94295 2.03634
C: 6.29838 0.10954 -1.90946
C: 7.30700 0.64421 -2.74271
C: 7.18422 1.91477 -3.28716
N: 6.02445 2.62621 -3.08012
C: 4.96619 1.97976 -2.51021
C: 5.05610 0.76390 -1.83284
H: 6.33706 -0.85615 -1.42742
H: 8.25574 0.13637 -2.83438
H: 7.88726 2.34370 -3.98585
H: 4.08184 2.59902 -2.53925
H: 4.20983 0.31349 -1.33548

Forces on the atoms, in the same order (eV/Å):
C 0.64 -0.55 0.78
C 1.00 0.18 0.07
O -0.10 0.28 -1.15
C -0.28 1.13 2.01
C 0.51 0.46 -0.12
O -0.60 -1.14 -1.22
H -0.17 0.31 -0.20
H 0.08 -0.08 -0.16
H -0.27 0.33 0.25
H 0.02 -0.02 0.04
H -0.94 -0.23 0.22
H 0.03 -0.20 0.04
H 0.02 -0.44 -0.13
H 0.01 0.03 -0.39
C -0.62 0.41 0.02
C 0.59 -0.52 1.23
O -1.25 1.06 -2.30
C -1.09 0.16 0.19
C 0.85 -0.34 0.07
O 2.27 -0.63 -0.54
H 0.13 -0.24 0.17
H -0.18 -0.13 0.04
H -0.16 0.20 -0.04
H 0.04 -0.07 0.08
H 0.12 -0.07 0.20
H -0.20 -0.31 0.20
H -0.70 0.08 0.09
H 0.23 0.39 0.45
C 0.82 0.49 -1.74
C 0.39 -0.68 2.39
O 0.42 -0.15 -0.46
C -0.16 1.59 -2.10
C 1.29 -0.39 1.03
O -1.01 -0.54 1.62
H -0.57 0.13 -0.04
H -0.23 -0.03 0.22
H 0.22 -0.46 -0.03
H -0.79 0.55 -0.27
H -0.04 -0.30 -0.45
H -0.67 -0.38 -0.12
H 0.44 0.35 0.22
H -0.17 -0.31 -0.37
C -0.55 0.16 0.69
C -0.05 0.66 -0.88
O 0.28 0.57 0.60
C -0.78 -1.79 -0.83
C 0.54 -0.22 0.18
O 0.12 0.91 0.45
H 0.13 -0.12 -0.18
H 0.08 -0.18 -0.01
H 0.04 0.12 -0.12
H -0.26 -0.17 -0.06
H 0.49 -0.39 0.13
H 0.00 0.18 -0.11
H 0.11 -0.04 0.13
H -0.17 0.25 -0.08
C 0.35 0.06 -0.55
C -0.78 0.32 0.08
C -0.61 2.01 0.74
N -0.25 -1.80 0.99
C 1.36 -0.09 -1.75
C -0.18 -0.27 1.18
H 0.23 -0.03 0.08
H 0.11 -0.19 -0.59
H 0.16 0.00 -0.06
H 0.03 0.17 -0.17
H -0.30 -0.02 0.00
C 1.29 0.49 0.05
C -0.48 0.05 1.22
C -1.12 -0.12 -1.76
N 0.41 -0.49 0.37
C 0.63 0.56 1.17
C -0.38 -0.44 -0.32
H 0.16 -0.39 -0.30
H 0.36 -0.09 -0.07
H -0.24 0.24 -0.10
H -0.26 0.13 0.03
H -0.33 0.01 -0.26
C 1.03 -0.46 -0.46
C 1.26 0.55 0.83
C 1.06 0.29 0.03
N -1.41 -1.42 0.19
C 1.20 0.31 -0.38
C -2.42 0.72 0.16
H -0.48 -0.08 -0.03
H -0.03 0.03 0.08
H -0.58 -0.19 -0.27
H 0.25 0.24 0.08
H 0.15 0.08 -0.19
C -1.72 -0.88 0.80
C -0.42 1.03 0.66
C 1.98 0.97 -0.25
N 0.10 0.63 -0.92
C -0.23 -1.52 1.43
C 1.21 -0.54 -1.94
H 0.05 -0.24 0.37
H 0.04 -0.21 0.18
H -0.33 0.10 0.18
H -0.37 0.19 -0.53
H -0.31 0.51 0.13
C -0.42 -1.07 -0.06
C 1.30 -1.06 1.40
C -1.09 -1.19 -0.44
N 2.47 0.95 -0.30
C -0.83 0.24 -0.85
C -1.20 1.26 0.36
H 0.04 0.42 0.03
H -0.26 -0.09 -0.08
H -0.03 0.46 0.02
H -0.11 -0.09 0.35
H 0.10 0.09 -0.25
C -0.88 -0.62 -1.28
C 0.18 -0.36 -0.43
C -0.27 -1.91 0.44
N 1.92 1.36 0.87
C -1.51 1.09 0.53
C 0.83 0.86 1.15
H 0.23 -0.29 -0.10
H -0.01 0.14 -0.07
H -0.44 -0.09 -0.90
H -0.26 -0.04 -0.14
H 0.11 -0.05 -0.06
C -0.70 0.81 0.92
C -0.46 -0.16 -0.26
C 1.31 -1.45 -0.72
N -0.16 -0.17 1.18
C 0.65 1.01 -1.69
C 0.23 -0.27 -0.21
H -0.26 0.23 0.07
H 0.06 0.10 0.70
H -0.28 0.32 0.07
H -0.01 -0.39 -0.37
H -0.28 -0.10 0.24
C -0.85 0.61 -0.88
C 0.19 -0.13 1.09
C -2.81 0.07 0.78
N 0.20 -1.62 -0.80
C 1.61 1.29 0.25
C 1.14 0.09 -0.89
H 0.55 -0.07 0.01
H -0.01 -0.27 -0.17
H 0.31 0.17 0.35
H -0.35 -0.21 0.24
H -0.05 0.05 0.06

HOMO: -0.33889 hartree
SMILES: CCOC(C)=O.CCOC(C)=O.CCOC(C)=O.CCOC(C)=O.c1ccncc1.c1ccncc1.c1ccncc1.c1ccncc1.c1ccncc1.c1ccncc1.c1ccncc1.c1ccncc1
Frontier orbital gap: 9.6 eV
Net charge: 0

These are the Löwdin partial charges, in e, on atoms 1 to 4: C -0.06; C -0.19; O -0.02; C -0.55